C17H28BrN2O7PS | wB97M-V/def2-TZVPD

## Properties
DFT total energy (eV): -125552.19389
Net charge: 0

Each line ends with the Löwdin charge.
Geometry (Å):
C (-5.6192, 1.0584, -1.1975)  0.000
C (-5.8187, 0.0754, -2.0927)  -0.040
C (-4.8105, -0.3115, -3.1748)  -0.531
O (-4.2723, -1.3402, -3.1584)  0.161
O (-4.4381, 0.5396, -4.1710)  -0.009
C (-3.5787, 1.5182, -3.5515)  -0.166
C (-2.2451, 0.8329, -3.0426)  -0.134
C (-1.7273, 1.3941, -1.6537)  -0.194
C (-0.1886, 1.4973, -1.6818)  -0.195
C (0.4334, 2.1311, -0.3699)  -0.150
C (0.3776, 1.2192, 0.9040)  -0.055
N (1.6484, 0.5905, 1.3352)  0.089
C (1.6552, -0.6855, 1.9254)  -0.144
C (0.5207, -1.6726, 2.2157)  -0.097
O (0.2808, -1.6305, 3.6631)  -0.145
O (0.4870, -0.2951, 4.0296)  -0.053
C (2.9586, -0.9865, 2.2581)  -0.299
P (3.5248, -2.5532, 3.1214)  0.925
C (2.9182, -3.9864, 2.0831)  -0.248
O (5.1951, -2.6633, 3.1015)  -0.369
N (3.7392, 0.1181, 1.8673)  -0.359
S (5.4306, 0.3284, 2.0750)  0.840
C (2.8868, 1.0084, 1.3384)  -0.289
C (3.3735, 2.3631, 0.8470)  -0.071
C (4.0316, 2.3523, -0.5592)  -0.795
O (3.8627, 3.2461, -1.2635)  0.076
Br (5.1822, 0.9128, -1.2123)  0.725
H (-4.6677, 1.1943, -0.6615)  0.070
H (-6.4479, 1.7531, -0.9838)  0.070
H (-6.7803, -0.4596, -2.0327)  0.115
H (-4.0961, 2.0568, -2.7281)  0.093
H (-3.3555, 2.2899, -4.3148)  0.128
H (-1.4874, 1.0329, -3.8312)  0.109
H (-2.3598, -0.2654, -3.0059)  0.103
H (-2.2298, 2.3730, -1.5119)  0.109
H (-2.0844, 0.6599, -0.8976)  0.103
H (0.3046, 0.5103, -1.8040)  0.126
H (0.0768, 2.1915, -2.5047)  0.113
H (1.4267, 2.5072, -0.6633)  0.071
H (-0.2015, 3.0195, -0.1577)  0.118
H (-0.0345, 1.7675, 1.7759)  0.141
H (-0.3379, 0.3941, 0.7050)  0.111
H (-0.4433, -1.4329, 1.7217)  0.088
H (0.7837, -2.6982, 1.9141)  0.104
H (0.9765, -0.3060, 4.8661)  0.112
H (2.4665, -3.5703, 1.1597)  0.048
H (3.7335, -4.6810, 1.8134)  0.047
H (2.1191, -4.4994, 2.6470)  0.049
H (5.4580, -3.1393, 2.2956)  0.047
H (5.5834, 0.5232, 3.4235)  -0.079
H (4.1285, 2.7580, 1.5534)  0.120
H (2.5346, 3.0765, 0.8354)  0.126
C (-2.1490, -2.4143, -0.6339)  -0.424
O (-1.0601, -1.8449, -0.0725)  -0.405
H (-1.9901, -2.9702, -1.5846)  0.047
H (-2.7062, -3.1665, -0.0306)  0.044
H (-2.9684, -1.7208, -0.9281)  0.024

Atoms 1-3, force components in eV/Å:
C -0.080 0.185 0.211
C 0.010 0.851 -0.665
C -0.830 0.536 1.376